(1)
Molecular formula: C27H20BrN5O5S2V
Method: DFT, ωB97M-V/def2-TZVPD

Output
E = -6005.2019 Ha
Strongest force on any atom = 0.0882 hartree/bohr
E_HOMO (alpha / beta) = -0.2473 / -0.2474 Eh

ORCA input file:
```
! wB97M-V def2-TZVPD RIJCOSX def2/J DEFGRID3
* xyz 0 4
V 0.630 1.748 -0.633
Br -2.344 3.263 -0.447
C -0.949 4.045 -1.481
C -1.126 5.244 -2.114
C -0.037 5.808 -2.800
C 1.170 5.110 -2.810
C 1.256 3.895 -2.174
N 0.202 3.330 -1.485
C 2.462 2.999 -2.156
O 3.558 3.384 -2.501
O 2.150 1.807 -1.706
H -2.087 5.734 -2.058
H -0.138 6.763 -3.292
H 2.060 5.481 -3.298
N 0.278 2.054 1.301
S 1.633 1.802 2.117
C 1.091 1.931 3.842
C 0.064 2.824 4.110
C -0.436 2.917 5.401
C 0.111 2.142 6.413
C 1.168 1.285 6.139
C 1.669 1.176 4.850
C 1.970 0.033 2.095
C 0.950 -0.878 2.329
C 1.222 -2.231 2.221
C 2.503 -2.657 1.887
C 3.521 -1.738 1.679
C 3.255 -0.379 1.774
H -0.549 1.666 1.748
H -0.345 3.431 3.313
H -1.253 3.595 5.608
H -0.291 2.204 7.415
H 1.604 0.694 6.933
H 2.485 0.498 4.638
H -0.047 -0.540 2.589
H 0.437 -2.955 2.387
H 2.705 -3.715 1.784
H 4.518 -2.074 1.429
H 4.028 0.357 1.593
O -0.057 -6.707 -1.736
S -1.286 -7.035 -2.432
O -2.231 -7.719 -1.566
O -1.040 -7.741 -3.673
C -2.114 -5.458 -2.889
N -3.208 -5.634 -3.600
C -3.857 -4.509 -3.921
C -3.399 -3.264 -3.548
C -2.206 -3.195 -2.801
N -1.578 -4.347 -2.464
C -1.599 -1.963 -2.375
C -2.086 -0.679 -2.741
C -1.448 0.450 -2.324
N -0.346 0.429 -1.512
C 0.150 -0.811 -1.195
C -0.417 -1.979 -1.587
H -4.768 -4.629 -4.496
H -3.947 -2.377 -3.829
H -2.964 -0.573 -3.361
H -1.801 1.420 -2.645
H 1.079 -0.800 -0.623
H 0.022 -2.930 -1.321
*
```

Atom charges from the Mulliken analysis, given in e for atoms 1 to 6:
1. V 0.109
2. Br -0.067
3. C 0.248
4. C -0.640
5. C -0.354
6. C -0.741



(2)
Molecular formula: C27H20ClFeIN5O7
Method: DFT, ωB97M-V/def2-TZVPD

Output
ΔE to the lowest compared entry with this formula, charge and spin = 0.6 kcal per mole
E = -3863.1990 Ha
Strongest force on any atom = 0.0026 hartree/bohr
E_HOMO (alpha / beta) = -0.1591 / -0.1601 Eh

ORCA input file:
```
! wB97M-V def2-TZVPD RIJCOSX def2/J DEFGRID3
* xyz -1 5
Fe 0.133 -0.367 -0.340
Cl -5.021 1.243 4.175
C -3.565 0.626 3.430
C -2.599 0.056 4.208
C -1.404 -0.420 3.647
I 0.023 -1.322 4.869
C -1.127 -0.321 2.285
O -0.037 -0.666 1.721
C -2.203 0.223 1.478
N -1.958 0.219 0.147
C -2.846 0.717 -0.676
C -4.063 1.258 -0.220
C -4.340 1.254 1.119
C -3.401 0.715 2.026
H -2.753 -0.019 5.276
H -2.597 0.689 -1.731
H -4.764 1.668 -0.934
H -5.271 1.658 1.496
O 0.266 2.754 -5.723
C 0.233 2.156 -4.675
C -0.289 0.743 -4.457
O -0.741 0.000 -5.313
C -0.100 0.489 -3.040
C 0.392 1.621 -2.364
O 0.564 1.610 -1.105
C 0.704 2.683 -3.325
O 1.249 3.752 -3.120
O -0.338 -0.588 -2.371
C 3.491 1.407 -1.092
C 2.887 0.764 0.125
O 2.324 -0.334 0.089
N 3.047 1.448 1.276
C 2.422 1.088 2.530
C 1.250 1.976 2.885
C 0.957 2.291 4.206
C -0.203 2.998 4.477
C -1.023 3.373 3.426
C -0.630 3.035 2.139
N 0.480 2.357 1.872
H 3.389 0.731 -1.937
H 4.546 1.634 -0.924
H 2.955 2.331 -1.311
H 3.383 2.393 1.180
H 3.170 1.108 3.326
H 2.049 0.067 2.435
H 1.611 1.963 5.004
H -0.471 3.239 5.499
H -1.949 3.907 3.595
H -1.230 3.314 1.278
N -1.420 -3.047 -1.950
C -0.537 -3.552 -1.042
C -0.448 -4.943 -0.824
C 0.428 -5.420 0.117
C 1.211 -4.520 0.841
C 1.057 -3.178 0.574
N 0.209 -2.687 -0.342
H -1.784 -3.703 -2.619
H -1.201 -2.117 -2.318
H -1.073 -5.610 -1.403
H 0.506 -6.486 0.292
H 1.911 -4.848 1.596
H 1.625 -2.436 1.116
*
```

Atom charges from the Mulliken analysis, given in e for atoms 1 to 6:
1. Fe 0.660
2. Cl -0.316
3. C 0.679
4. C -0.469
5. C -0.351
6. I -0.054



(3)
Molecular formula: C27H20CsF5N4O5S
Method: DFT, ωB97M-V/def2-TZVPD

Output
ΔE to the lowest compared entry with this formula, charge and spin = 9.1 kcal per mole
E = -2553.7440 Ha
Strongest force on any atom = 0.0283 hartree/bohr
E_HOMO (alpha / beta) = -0.0827 / -0.0059 Eh

ORCA input file:
```
! wB97M-V def2-TZVPD RIJCOSX def2/J DEFGRID3
* xyz -2 1
Cs -0.755 0.311 -0.182
N -2.672 -4.247 1.401
C -2.556 -3.002 0.807
O -1.970 -2.106 1.366
C -3.186 -2.884 -0.573
C -2.157 -3.398 -1.538
H -2.016 -4.409 2.149
H -2.842 -5.035 0.799
H -3.396 -1.833 -0.764
H -4.114 -3.459 -0.613
H -1.419 -2.712 -1.936
H -1.873 -4.443 -1.501
O 7.027 -1.069 1.694
C 6.581 -0.393 2.794
O 7.396 -0.146 3.660
C 5.167 -0.034 2.840
C 4.233 -0.338 1.819
C 2.919 0.027 1.927
C 2.430 0.731 3.057
C 3.371 1.034 4.081
C 4.686 0.661 3.966
N 1.117 1.026 3.044
C 0.482 1.718 3.958
C -0.925 1.957 3.826
C -1.636 2.689 4.804
C -2.986 2.905 4.636
C -3.623 2.400 3.502
C -2.847 1.694 2.585
N -1.556 1.471 2.734
H 6.300 -1.212 1.082
H 4.518 -0.876 0.919
H 2.205 -0.214 1.148
H 3.045 1.563 4.969
H 5.396 0.893 4.750
H 0.967 2.156 4.839
H -1.115 3.075 5.673
H -3.546 3.469 5.375
H -4.680 2.563 3.329
H -3.295 1.299 1.677
O -3.080 1.116 -0.983
N -3.107 1.773 -2.107
C -3.805 1.269 -3.147
C -3.910 1.901 -4.362
C -3.258 3.123 -4.531
C -2.539 3.640 -3.480
C -2.435 2.980 -2.236
S -1.567 3.612 -0.932
H -4.284 0.324 -2.935
H -4.483 1.438 -5.153
H -3.308 3.651 -5.476
H -2.009 4.577 -3.565
F 2.982 -2.546 -6.592
C 2.548 -2.161 -5.367
C 2.996 -2.795 -4.220
F 3.878 -3.808 -4.337
C 2.550 -2.406 -2.977
F 3.030 -3.068 -1.900
C 1.614 -1.347 -2.752
O 1.199 -0.995 -1.616
C 1.195 -0.742 -3.978
F 0.297 0.264 -3.908
C 1.637 -1.127 -5.223
F 1.181 -0.504 -6.326
*
```

Atom charges from the Mulliken analysis, given in e for atoms 1 to 6:
1. Cs 1.127
2. N -0.495
3. C 0.449
4. O -0.549
5. C 0.069
6. C -0.886



(4)
Molecular formula: C27H20CuF3N7O8S2
Method: DFT, ωB97M-V/def2-TZVPD

Output
ΔE to the lowest compared entry with this formula, charge and spin = 50.5 kcal per mole
E = -4762.6262 Ha
Strongest force on any atom = 0.0943 hartree/bohr
E_HOMO (alpha / beta) = -0.1498 / -0.1498 Eh

ORCA input file:
```
! wB97M-V def2-TZVPD RIJCOSX def2/J DEFGRID3
* xyz -2 2
Cu -0.490 0.563 0.571
C 2.421 -2.578 4.514
C 1.729 -1.468 4.959
C 0.729 -0.922 4.197
C 0.347 -1.601 3.028
C 1.086 -2.627 2.540
C 2.040 -3.202 3.372
N -0.810 -1.155 2.252
N -1.759 -0.737 2.945
C -2.726 -0.067 2.155
C -4.008 -0.096 2.732
C -5.031 0.453 2.034
C -4.779 1.225 0.869
C -3.513 1.212 0.313
C -2.426 0.620 0.927
H 3.222 -3.036 5.107
H 2.158 -0.933 5.809
H 0.284 -0.011 4.642
H 0.769 -3.055 1.554
H 2.536 -4.080 3.031
H -4.133 -0.574 3.703
H -6.063 0.195 2.451
H -5.705 1.633 0.466
H -3.426 1.910 -0.536
F 5.144 0.599 1.866
C 3.897 0.175 1.972
F 3.502 0.270 3.250
F 3.953 -1.166 1.662
S 2.768 1.052 0.766
O 2.467 2.308 1.350
O 3.557 1.050 -0.472
O 1.677 0.081 0.708
C 0.543 6.922 2.160
N 0.483 5.502 2.336
C 0.397 4.844 3.515
C 0.079 3.497 3.568
C -0.134 2.828 2.296
O -0.178 1.522 2.311
N -0.358 3.520 1.187
C -0.093 4.831 1.163
O -0.264 5.584 0.198
H -0.493 7.344 2.102
H 1.098 7.095 1.268
H 1.171 7.371 2.993
H 0.689 5.380 4.463
H 0.168 2.906 4.444
O 2.292 -4.555 -8.538
S 1.381 -3.411 -8.645
O 2.023 -2.117 -8.521
O 0.317 -3.512 -9.621
C 0.388 -3.480 -7.144
N -0.325 -4.573 -7.041
C -1.084 -4.719 -6.008
C -1.178 -3.778 -5.000
C -0.344 -2.684 -5.120
N 0.477 -2.593 -6.153
C -0.373 -1.772 -3.908
C -1.537 -1.448 -3.190
C -1.471 -0.685 -2.045
N -0.273 -0.342 -1.485
C 0.885 -0.611 -2.138
C 0.860 -1.395 -3.318
H -1.445 -5.774 -5.888
H -1.769 -3.863 -4.129
H -2.527 -1.701 -3.631
H -2.344 -0.402 -1.640
H 1.763 -0.165 -1.715
H 1.762 -1.602 -3.865
*
```

Atom charges from the Mulliken analysis, given in e for atoms 1 to 6:
1. Cu -0.766
2. C -0.175
3. C -0.791
4. C 0.218
5. C 0.001
6. C 0.110



(5)
Molecular formula: C27H20IrN4O2S4
Method: DFT, ωB97M-V/def2-TZVPD

Output
ΔE to the lowest compared entry with this formula, charge and spin = 16.8 kcal per mole
E = -3107.5003 Ha
Strongest force on any atom = 0.0111 hartree/bohr
E_HOMO (alpha / beta) = -0.1265 / -0.1716 Eh

ORCA input file:
```
! wB97M-V def2-TZVPD RIJCOSX def2/J DEFGRID3
* xyz -1 5
Ir 1.671 0.203 -1.506
C 4.602 -0.797 0.230
C 4.304 -1.848 -0.795
C 5.186 -2.953 -0.923
C 4.937 -3.910 -1.853
C 3.802 -3.802 -2.686
C 3.500 -4.768 -3.672
C 2.387 -4.612 -4.446
C 1.544 -3.502 -4.264
C 1.797 -2.535 -3.315
S 0.703 -1.186 -3.144
C 2.963 -2.681 -2.499
N 3.237 -1.732 -1.556
H 5.527 -1.030 0.756
H 3.776 -0.723 0.935
H 4.701 0.181 -0.242
H 6.050 -3.010 -0.275
H 5.599 -4.761 -1.972
H 4.162 -5.617 -3.797
H 2.143 -5.342 -5.208
H 0.663 -3.394 -4.886
C -4.083 5.886 1.715
O -3.167 5.156 2.506
C -3.426 3.833 2.696
C -2.391 3.084 3.255
C -2.551 1.733 3.480
C -3.756 1.109 3.154
C -4.799 1.868 2.655
C -4.639 3.226 2.400
N -4.043 -0.276 3.440
N -3.263 -1.202 3.158
C -2.059 -0.996 2.406
C -0.906 -1.518 2.941
C 0.354 -1.313 2.365
C 0.486 -0.594 1.180
O 1.617 -0.325 0.621
C -0.739 -0.152 0.554
N -0.585 0.445 -0.647
C -1.633 0.843 -1.321
C -2.940 0.651 -0.838
C -3.123 0.056 0.378
C -2.004 -0.351 1.139
H -3.620 6.852 1.528
H -5.032 6.038 2.238
H -4.271 5.383 0.764
H -1.459 3.581 3.489
H -1.733 1.159 3.892
H -5.747 1.384 2.453
H -5.463 3.792 1.991
H -0.990 -2.075 3.867
H 1.245 -1.710 2.834
H -1.444 1.310 -2.282
H -3.784 0.967 -1.438
H -4.122 -0.120 0.755
S 3.324 3.825 -3.998
C 2.725 2.570 -3.101
S 1.068 2.400 -2.675
S 3.698 1.299 -2.439
*
```

Atom charges from the Mulliken analysis, given in e for atoms 1 to 6:
1. Ir 1.881
2. C -1.226
3. C 0.815
4. C -0.739
5. C -0.949
6. C 1.163



(6)
Molecular formula: C27H21BaBrCl5N4O7S2
Method: DFT, ωB97M-V/def2-TZVPD

Output
E = -7484.3195 Ha
Strongest force on any atom = 0.0122 hartree/bohr
E_HOMO = -0.1876 Eh

ORCA input file:
```
! wB97M-V def2-TZVPD RIJCOSX def2/J DEFGRID3
* xyz -1 1
Ba 0.725 -0.848 -0.138
O 3.388 -3.244 3.294
C 2.660 -2.903 2.224
O 3.072 -2.179 1.353
C 1.261 -3.482 2.296
O 0.572 -3.369 1.087
C 0.861 -4.363 0.090
C 0.353 -3.918 -1.319
O -0.343 -4.715 -1.936
O 0.758 -2.772 -1.683
H 4.148 -2.638 3.323
H 0.730 -2.883 3.043
H 1.289 -4.516 2.654
H 0.357 -5.291 0.367
H 1.943 -4.513 0.016
O -0.590 1.225 0.304
N -1.891 1.148 0.449
C -2.648 1.872 -0.402
C -4.015 1.831 -0.362
C -4.616 1.018 0.601
C -3.828 0.298 1.459
C -2.416 0.317 1.405
S -1.444 -0.639 2.451
H -2.046 2.451 -1.087
H -4.586 2.419 -1.066
H -5.694 0.953 0.671
H -4.258 -0.345 2.214
Cl 3.668 2.313 -6.806
C 3.313 1.953 -5.156
C 2.061 1.465 -4.785
Cl 0.849 1.257 -5.997
C 1.788 1.161 -3.463
Cl 0.174 0.618 -3.045
C 2.748 1.301 -2.421
O 2.519 0.981 -1.208
C 3.993 1.843 -2.843
Cl 5.169 2.106 -1.605
C 4.269 2.145 -4.165
Cl 5.824 2.772 -4.591
Br -5.963 -4.184 -2.361
C -4.449 -3.207 -1.784
C -3.797 -3.561 -0.618
C -2.700 -2.804 -0.240
N -2.248 -1.766 -0.939
C -2.884 -1.454 -2.060
C -3.995 -2.136 -2.532
H -4.117 -4.399 -0.017
H -2.161 -3.021 0.676
H -2.498 -0.613 -2.626
H -4.476 -1.838 -3.452
N 3.820 0.672 1.298
C 2.896 1.109 2.192
S 2.846 0.420 3.733
N 2.136 2.111 1.714
C 1.042 2.842 2.237
C 0.329 2.506 3.377
C -0.773 3.274 3.728
C -1.168 4.363 2.970
C -0.444 4.695 1.832
C 0.655 3.940 1.469
H 4.223 -0.217 1.540
H 3.614 0.828 0.307
H 2.306 2.325 0.737
H 0.600 1.638 3.952
H -1.341 2.986 4.603
H -2.037 4.942 3.255
H -0.739 5.537 1.218
H 1.206 4.183 0.568
*
```

Atom charges from the Mulliken analysis, given in e for atoms 1 to 6:
1. Ba 0.950
2. O -0.522
3. C 0.591
4. O -0.507
5. C -0.557
6. O 0.099



(7)
Molecular formula: C27H22BF4O17
Method: DFT, ωB97M-V/def2-TZVPD

Output
ΔE to the lowest compared entry with this formula, charge and spin = 131.0 kcal per mole
E = -2745.1855 Ha
Strongest force on any atom = 0.3042 hartree/bohr
E_HOMO = -0.2493 Eh

ORCA input file:
```
! wB97M-V def2-TZVPD RIJCOSX def2/J DEFGRID3
* xyz -1 1
B -1.168 -1.597 0.974
F -0.775 -1.692 2.265
F -1.218 -2.872 0.381
F -2.532 -1.062 0.858
F -0.356 -0.707 0.319
C 1.934 0.227 8.516
C 2.308 1.369 7.477
C 2.110 1.401 6.112
O 2.502 2.322 5.465
C 1.479 0.130 5.628
C 0.940 -0.914 6.503
C 1.125 -0.854 7.951
O 0.727 -1.831 8.737
O 0.334 -1.961 5.951
O 3.033 2.402 8.126
H 1.945 0.507 9.496
H 1.308 0.093 4.614
H 0.540 -2.031 4.912
H 3.041 3.086 7.602
C 0.945 4.499 1.723
C 0.802 3.310 0.797
C 0.489 3.464 -0.634
O 0.285 2.507 -1.443
C 0.428 4.807 -1.195
C 0.659 6.017 -0.248
C 0.925 5.860 1.180
O 0.753 6.868 1.934
O 0.953 7.281 -0.657
O 0.872 2.082 1.336
H 1.340 4.221 2.779
H 0.457 4.814 -2.319
H 0.776 7.933 -0.039
H 0.572 1.350 0.941
C -1.537 -6.855 -3.611
C -0.325 -6.123 -4.185
C 0.227 -4.995 -3.456
O 1.135 -4.308 -3.996
C -0.348 -4.601 -2.237
C -1.541 -5.337 -1.641
C -1.986 -6.493 -2.321
O -2.901 -7.173 -1.737
O -2.266 -4.951 -0.537
O 0.168 -6.426 -5.404
H -2.006 -7.550 -4.194
H -0.123 -3.687 -1.683
H -1.803 -4.281 -0.189
H 0.616 -5.760 -5.451
C 3.328 0.028 -4.968
C 1.810 0.308 -5.290
C 0.837 0.067 -4.232
O -0.368 0.155 -4.444
C 1.207 -0.394 -2.942
C 2.780 -0.491 -2.547
C 3.734 -0.437 -3.593
O 4.928 -0.553 -3.410
O 3.280 -0.566 -1.248
O 1.332 0.626 -6.560
H 3.929 0.144 -5.682
H 0.449 -0.607 -2.131
H 2.421 -0.539 -0.732
H 0.422 0.712 -6.485
C -4.077 2.573 -2.262
C -4.214 2.246 -0.769
O -3.599 2.983 -0.043
C -5.090 1.100 -0.242
H -3.621 1.820 -2.658
H -3.404 3.244 -2.493
H -5.088 2.728 -2.717
H -5.874 1.002 -0.674
H -5.467 1.250 0.998
H -4.500 0.112 -0.277
*
```

Atom charges from the Mulliken analysis, given in e for atoms 1 to 6:
1. B 0.121
2. F -0.247
3. F -0.542
4. F -0.382
5. F -0.278
6. C -0.772



Q: E of number 4 (C27H20CuF3N7O8S2)?
A: -4762.6262 Ha